Version a
{
  "formula": "C5H11N2O",
  "method": "ωB97M-V/def2-TZVPD",
  "elements": ["C", "O", "C", "C", "C", "C", "N", "N", "H", "H", "H", "H", "H", "H", "H", "H", "H", "H", "H"],
  "positions_angstrom": [[0.73228, -2.23365, 0.42359], [0.40504, -1.92497, 1.69283], [0.17119, -1.22064, -0.60026], [0.70125, 0.21826, -0.40928], [0.04489, 1.28512, -1.25485], [-0.42402, 2.39698, -0.54540], [-0.03035, 2.76074, 0.84877], [-1.33481, -1.20529, -0.41712], [0.30856, -3.20375, 0.09165], [1.80747, -2.42396, 0.26016], [0.35334, -1.56848, -1.63146], [1.81429, 0.20957, -0.36291], [0.37562, 0.36125, 0.62225], [0.44050, 1.47348, -2.24614], [-1.36258, 2.86862, -0.82386], [-0.51885, 1.80913, 0.60255], [-0.57426, 3.56588, 1.14014], [-1.42768, -1.41511, 0.57473], [-1.55418, -0.23099, -0.59984]],
  "multiplicity": 2,
  "orbital_gap_ha": [0.329, 0.240],
  "homo_ha": [-0.3058, -0.3058],
  "s_squared": 0.754,
  "lumo_ev": [0.638, -1.791]
}

***

Version b
{
  "formula": "C5H11N2O",
  "method": "ωB97M-V/def2-TZVPD",
  "elements": ["O", "C", "C", "C", "C", "C", "N", "N", "H", "H", "H", "H", "H", "H", "H", "H", "H", "H", "H"],
  "positions_angstrom": [[-3.13083, -0.31712, -1.63931], [-2.69609, -0.00730, -0.57471], [-1.13402, -0.33213, -0.30347], [-0.50779, 0.92371, 0.20671], [0.89204, 0.80276, 1.09661], [2.82572, -0.36760, 0.95497], [1.69972, -0.11160, 0.38774], [-0.38613, -0.91786, -1.45106], [-3.34884, 0.25865, 0.30504], [-1.20373, -1.19618, 0.40493], [-1.15744, 1.55403, 0.77906], [-0.14627, 1.56116, -0.63196], [1.34633, 1.83863, 1.25595], [0.65617, 0.44780, 2.12957], [3.57460, -0.95555, 0.38690], [3.20161, 0.01335, 1.90456], [-0.88583, -1.67369, -1.94771], [0.59157, -1.31360, -1.04437], [-0.19079, -0.20746, -2.21946]],
  "multiplicity": 2,
  "orbital_gap_ha": [0.131, 0.302],
  "homo_ha": [-0.1183, -0.2870],
  "s_squared": 0.753,
  "lumo_ev": [0.360, 0.411]
}

***

Result of the stability comparison: version a is the least stable of them.

***

Version a
{
  "formula": "C7H12NO",
  "method": "ωB97M-V/def2-TZVPD",
  "elements": ["C", "C", "C", "C", "C", "C", "C", "N", "O", "H", "H", "H", "H", "H", "H", "H", "H", "H", "H", "H", "H"],
  "positions_angstrom": [[-0.40727, -2.23086, 0.20925], [-1.61357, -0.15499, -0.26962], [-0.74184, 0.89902, -0.84091], [0.18750, 1.46499, 0.30385], [1.32385, 0.60317, 0.58787], [-2.99624, 0.13683, 0.20715], [3.12372, -0.73022, -0.11010], [-1.09171, -1.31099, -0.12848], [2.04739, 0.15415, -0.37470], [-0.21011, -3.17133, -0.25602], [-0.09281, 0.51773, -1.62951], [-1.34161, 1.71662, -1.23193], [0.54551, 2.42374, -0.08152], [-0.39384, 1.64374, 1.20834], [1.54135, 0.29001, 1.60696], [-3.72474, -0.47727, -0.32301], [-3.23550, 1.18114, 0.03114], [-3.11208, -0.07813, 1.26896], [3.62398, -0.48391, 0.82714], [3.81912, -0.63716, -0.94197], [2.74893, -1.75627, -0.06288]],
  "multiplicity": 1,
  "orbital_gap_ha": [0.223, 0.223],
  "total_charge": 1,
  "homo_ha": [-0.4188, -0.4189],
  "lumo_ev": [-5.327, -5.324]
}

***

Version b
{
  "formula": "C7H12NO",
  "method": "ωB97M-V/def2-TZVPD",
  "elements": ["C", "C", "C", "C", "C", "C", "C", "N", "O", "H", "H", "H", "H", "H", "H", "H", "H", "H", "H", "H", "H"],
  "positions_angstrom": [[0.82425, 1.53522, -0.06744], [0.88474, -0.70103, -1.11381], [-0.47255, -0.14846, -1.39702], [1.77696, 0.37704, -0.36399], [-0.25759, -0.93979, -0.14490], [-0.50391, 0.70228, -0.22857], [-0.81662, -2.01153, 0.73804], [-1.75073, 1.18832, 0.34649], [2.12917, -0.43165, 0.71811], [0.90303, 1.76942, 0.95624], [1.09663, 2.31626, -0.81584], [1.25288, -1.63907, -1.53863], [-1.11809, -0.45514, -2.16978], [2.55244, 0.75606, -1.01266], [-0.88157, -1.43138, 1.63667], [0.00110, -2.66687, 0.97237], [-1.81626, -2.54800, 0.55694], [-2.65579, 0.71952, 0.26480], [-1.98976, 2.21787, 0.00698], [-1.73720, 1.16759, 1.36531], [2.57890, 0.22333, 1.29069]],
  "multiplicity": 1,
  "smiles": "C[C@]12[C@@H]3[C@H](O)C[C@@]1([NH3+])[C@@H]32",
  "orbital_gap_ha": 0.343,
  "total_charge": 1,
  "homo_ha": -0.4829,
  "lumo_ev": -3.796
}

***

Result of the stability comparison: version a is the least stable of them.